A molecular structure, C39H37F6N5O8RbS4 at a distorted geometry, computed with the ωB97M-V functional and the def2-TZVPD basis.

Last column: Löwdin charge in e.
CARTESIAN COORDINATES (ANGSTROEM)
Rb -0.248 -0.127 0.581  0.69
O 2.644 0.835 -0.554  -0.54
S 3.902 0.464 0.106  0.96
C 4.938 1.967 0.209  -0.33
C 4.302 3.204 0.773  -0.25
C 3.416 4.010 -0.217  -0.22
C 2.482 4.887 0.608  -0.30
S 0.763 4.205 0.662  1.00
O 0.839 2.739 0.753  -0.58
C 0.311 4.526 -1.025  -0.38
C 0.214 3.459 -1.929  -0.03
C -0.138 3.741 -3.249  -0.06
C -0.462 5.027 -3.596  -0.10
C -0.413 6.066 -2.685  -0.08
C -0.010 5.816 -1.376  -0.10
C 3.442 0.182 1.829  -0.37
C 4.105 -0.803 2.550  -0.12
C 3.593 -1.208 3.785  -0.07
C 2.444 -0.593 4.303  -0.04
C 1.808 0.450 3.604  -0.05
C 2.301 0.801 2.366  -0.14
H 5.326 2.110 -0.814  0.09
H 5.829 1.603 0.757  0.09
H 5.050 3.904 1.250  0.13
H 3.697 2.971 1.644  0.09
H 2.860 3.349 -0.918  0.10
H 4.136 4.631 -0.783  0.12
H 2.324 5.910 0.245  0.08
H 2.811 4.937 1.639  0.08
H 0.440 2.456 -1.547  0.11
H -0.147 2.949 -3.996  0.11
H -0.609 5.270 -4.642  0.10
H -0.687 7.106 -2.939  0.11
H -0.005 6.599 -0.624  0.11
H 4.996 -1.267 2.120  0.11
H 4.082 -2.002 4.332  0.10
H 1.986 -0.932 5.221  0.11
H 0.912 0.905 3.986  0.08
H 1.797 1.534 1.756  0.03
F -1.693 -1.258 3.967  0.11
C -2.413 -0.553 4.833  -0.64
F -1.914 -0.919 6.035  0.11
F -3.676 -0.968 4.687  0.12
S -2.310 1.321 4.548  0.59
O -1.030 1.612 5.128  -0.29
O -3.478 1.832 5.205  -0.28
N -2.410 1.284 2.964  -0.30
S -2.841 2.595 2.188  0.56
O -2.436 3.874 2.742  -0.29
O -2.655 2.319 0.800  -0.31
C -4.713 2.759 2.255  -0.61
F -5.282 1.683 1.718  0.12
F -5.213 2.958 3.485  0.12
F -5.100 3.883 1.552  0.09
O -6.015 -2.669 -5.534  0.06
N -5.793 -2.740 -4.328  -0.35
O -6.423 -3.340 -3.497  0.09
C -4.566 -2.058 -3.845  -0.08
C -3.505 -2.092 -4.680  0.05
C -2.225 -1.592 -4.286  -0.13
C -1.130 -1.563 -5.169  -0.02
C 0.056 -1.047 -4.745  -0.04
C 0.109 -0.589 -3.414  -0.14
N -0.888 -0.541 -2.584  0.11
C -2.039 -1.070 -2.970  -0.15
C -3.184 -1.102 -2.054  -0.14
N -3.000 -0.625 -0.832  0.11
C -4.032 -0.586 0.014  -0.11
C -5.313 -0.902 -0.374  -0.04
C -5.535 -1.423 -1.619  0.01
C -4.452 -1.528 -2.513  -0.07
H -3.587 -2.570 -5.677  0.14
H -1.269 -1.879 -6.211  0.12
H 0.969 -1.047 -5.359  0.12
H 1.020 -0.202 -3.006  0.11
H -3.806 -0.271 1.053  0.11
H -6.127 -0.848 0.319  0.11
H -6.529 -1.688 -1.920  0.11
C 0.498 -4.423 2.411  -0.11
N 1.897 -4.126 2.308  -0.26
C 2.752 -5.275 2.068  -0.12
C 2.202 -3.050 1.359  -0.22
C 1.901 -3.278 -0.097  -0.30
C 2.830 -4.018 -0.829  -0.09
C 2.631 -4.304 -2.202  -0.13
C 1.436 -3.895 -2.759  -0.15
C 0.524 -3.179 -1.976  -0.21
C 0.670 -2.735 -0.618  -0.13
H 0.304 -5.032 3.304  0.08
H 0.088 -4.945 1.540  0.08
H -0.041 -3.473 2.469  0.08
H 2.587 -6.008 2.868  0.07
H 3.824 -4.977 2.016  0.09
H 2.467 -5.805 1.157  0.07
H 3.310 -2.916 1.495  0.10
H 1.729 -2.152 1.755  0.08
H 3.726 -4.336 -0.341  0.08
H 3.366 -4.909 -2.792  0.09
H 1.144 -4.249 -3.756  0.09
H -0.452 -3.047 -2.441  0.05

Properties
- HOMO (eV) = -4.0
- total energy (Ha) = -4599.9637
- max |F| (eV/A) = 2.3
- energy above the lowest of the compared OMol25 structures with the same formula, charge and spin (kcal per mole) = 11.2
- charge = -1

A molecular structure, C39H37F9MoOP2 at a distorted geometry, computed with the ωB97M-V functional and the def2-TZVPD basis.

Last column: Löwdin charge in e.
CARTESIAN COORDINATES (ANGSTROEM)
Mo 0.039 0.061 2.296  1.36
C -1.864 0.861 -5.368  -0.09
C -1.891 -0.420 -4.925  -0.12
C -1.030 -1.559 -5.376  -0.20
C 0.294 -1.194 -6.078  -0.19
C 1.203 -0.346 -5.223  -0.12
C 1.229 0.969 -5.093  -0.12
C 0.370 1.991 -5.786  -0.18
C -0.955 1.476 -6.388  -0.20
C 1.755 0.458 3.628  -0.14
H -2.610 1.562 -4.992  0.10
H -2.673 -0.709 -4.225  0.09
H -1.591 -2.239 -6.040  0.12
H -0.788 -2.155 -4.482  0.10
H 0.824 -2.145 -6.248  0.11
H 0.097 -0.769 -7.070  0.11
H 1.957 -0.963 -4.699  0.10
H 2.017 1.441 -4.483  0.09
H 0.932 2.502 -6.587  0.12
H 0.129 2.775 -5.052  0.11
H -1.483 2.367 -6.766  0.12
H -0.758 0.839 -7.257  0.10
H 1.437 1.408 4.113  0.05
H 2.689 0.611 3.058  0.03
H 2.048 -0.146 4.494  0.04
P -1.487 -0.539 0.431  0.93
P 1.569 0.011 0.458  0.89
C -0.552 -0.777 -1.104  -0.24
C 0.797 -0.561 -1.075  -0.25
C -2.470 -2.052 0.659  -0.39
C -2.831 -2.814 -0.463  -0.09
C -3.558 -3.997 -0.309  -0.04
C -3.921 -4.410 0.982  -0.03
C -3.561 -3.655 2.111  -0.04
C -2.826 -2.474 1.960  -0.09
C -2.701 0.787 0.091  -0.35
C -2.267 2.130 0.102  -0.10
C -3.200 3.145 -0.128  -0.05
C -4.547 2.825 -0.361  -0.03
C -4.979 1.488 -0.368  -0.03
C -4.049 0.474 -0.139  -0.06
C 3.079 -1.021 0.664  -0.35
C 2.965 -2.317 1.213  -0.10
C 4.113 -3.086 1.410  -0.06
C 5.374 -2.577 1.070  -0.04
C 5.492 -1.288 0.527  -0.04
C 4.345 -0.520 0.324  -0.07
C 2.218 1.667 0.022  -0.37
C 2.433 2.624 1.035  -0.09
C 2.891 3.896 0.698  -0.05
C 3.136 4.224 -0.639  -0.03
C 2.934 3.272 -1.653  -0.03
C 2.483 1.994 -1.316  -0.08
H -1.098 -1.062 -2.019  0.08
H 1.449 -0.700 -1.950  0.09
H -2.541 -2.478 -1.460  0.10
H -3.831 -4.578 -1.198  0.13
H -4.489 -5.333 1.104  0.12
H -3.856 -3.989 3.112  0.12
H -2.532 -1.879 2.833  0.09
H -1.211 2.361 0.291  0.09
H -2.883 4.195 -0.127  0.12
H -5.272 3.618 -0.538  0.12
H -6.027 1.227 -0.543  0.13
H -4.366 -0.570 -0.139  0.11
H 1.978 -2.711 1.484  0.10
H 4.030 -4.093 1.833  0.12
H 6.269 -3.178 1.225  0.12
H 6.466 -0.874 0.264  0.12
H 4.436 0.484 -0.091  0.11
H 2.250 2.380 2.082  0.07
H 3.053 4.632 1.491  0.12
H 3.484 5.223 -0.896  0.12
H 3.123 3.515 -2.700  0.12
H 2.332 1.252 -2.102  0.09
F -0.260 -2.423 5.559  0.16
C 0.342 -1.430 6.243  -0.48
F 0.084 -1.617 7.567  0.18
F 1.687 -1.575 6.076  0.15
C -0.164 -0.045 5.689  -0.22
O -0.217 -0.046 4.325  -0.31
C -1.681 0.211 6.043  -0.50
F -2.038 0.248 7.351  0.18
F -2.008 1.400 5.495  0.16
F -2.443 -0.741 5.461  0.16
C 0.728 1.089 6.456  -0.46
F 0.484 1.059 7.792  0.18
F 2.087 0.986 6.342  0.14
F 0.377 2.314 5.992  0.16

Properties
- spin multiplicity = 3
- HOMO (alpha / beta) (eV) = -13.1 / -13.1
- total energy (Ha) = -3232.5108
- max |F| (eV/A) = 5.9
- energy above the lowest of the compared OMol25 structures with the same formula, charge and spin (kcal per mole) = 0.0
- charge = +2

A molecular structure, C39H37FN8O4PbS, computed with the ωB97M-V functional and the def2-TZVPD basis.

Last column: Löwdin charge in e.
CARTESIAN COORDINATES (ANGSTROEM)
Pb -1.858 1.661 0.698  1.46
N -2.630 1.986 3.822  0.02
N -3.850 2.622 4.014  -0.09
C -4.931 2.380 3.244  -0.90
N -6.025 3.097 3.599  0.07
S -5.024 1.297 1.972  0.55
H -2.364 1.486 4.660  0.10
H -1.903 2.650 3.555  0.05
H -3.902 3.364 4.697  0.14
H -5.975 3.860 4.253  0.10
H -6.816 3.043 2.984  0.08
C 6.056 2.987 2.448  -0.02
C 5.312 3.447 1.200  -0.31
C 6.086 3.227 -0.091  -0.13
C 6.302 1.742 -0.342  -0.13
C 4.999 0.991 -0.249  -0.13
C 4.845 -0.230 -0.865  0.05
C 3.630 -0.904 -0.787  -0.25
F 3.529 -2.102 -1.398  0.06
C 2.553 -0.386 -0.134  0.08
C 2.678 0.861 0.492  -0.03
C 1.503 1.447 1.145  -0.30
O 0.415 0.828 1.102  -0.13
C 1.715 2.696 1.800  -0.04
C 2.958 3.260 1.759  0.03
N 4.013 2.757 1.103  0.02
C 3.903 1.537 0.452  -0.07
C 0.654 3.492 2.538  -0.61
O 1.028 4.234 3.439  0.03
O -0.552 3.348 2.129  -0.24
H 7.024 3.485 2.515  0.09
H 6.219 1.909 2.436  0.08
H 5.482 3.229 3.343  0.09
H 5.078 4.508 1.293  0.15
H 7.039 3.754 -0.029  0.12
H 5.521 3.662 -0.919  0.13
H 7.015 1.338 0.382  0.12
H 6.741 1.583 -1.328  0.12
H 5.660 -0.674 -1.422  0.13
H 1.608 -0.908 -0.086  0.11
H 3.118 4.193 2.285  0.15
N -1.316 -5.965 -0.611  0.17
C -1.670 -7.290 -0.482  -0.19
C -1.188 -8.456 -1.067  -0.03
C -1.801 -9.635 -0.692  -0.10
C -2.858 -9.652 0.234  -0.10
C -3.330 -8.491 0.809  -0.02
C -2.723 -7.289 0.444  -0.23
N -2.993 -5.998 0.858  0.18
C -2.144 -5.247 0.214  -0.28
C -2.069 -3.786 0.343  -0.13
C -1.157 -3.019 -0.372  0.01
C -1.158 -1.647 -0.200  -0.14
N -2.002 -1.020 0.614  -0.01
C -2.879 -1.754 1.303  -0.11
C -2.944 -3.131 1.203  0.01
H -0.588 -5.595 -1.195  0.15
H -0.374 -8.446 -1.781  0.11
H -1.461 -10.568 -1.120  0.10
H -3.308 -10.600 0.497  0.10
H -4.143 -8.497 1.522  0.11
H -0.453 -3.452 -1.070  0.11
H -0.473 -1.018 -0.752  0.09
H -3.558 -1.205 1.945  0.07
H -3.667 -3.700 1.770  0.11
O -2.350 4.429 0.406  -0.13
H -1.951 4.771 -0.402  0.04
H -1.648 4.475 1.082  0.00
C -2.896 -1.639 -3.627  -0.11
C -1.576 -1.263 -3.854  -0.10
C -1.037 -0.150 -3.231  -0.07
C -1.810 0.637 -2.362  -0.36
C -3.148 0.264 -2.171  -0.06
C -3.675 -0.865 -2.780  -0.09
N -1.282 1.667 -1.590  -0.11
C -0.381 2.570 -2.114  -0.30
C 0.363 3.392 -1.246  -0.07
C 1.259 4.337 -1.715  -0.10
C 1.461 4.513 -3.078  -0.12
C 0.720 3.728 -3.952  -0.10
C -0.182 2.783 -3.492  -0.04
H -3.311 -2.513 -4.110  0.09
H -0.953 -1.854 -4.516  0.10
H 0.004 0.106 -3.389  0.11
H -3.776 0.879 -1.534  0.09
H -4.709 -1.133 -2.599  0.10
H 0.236 3.304 -0.176  0.05
H 1.803 4.944 -0.999  0.10
H 2.161 5.250 -3.448  0.09
H 0.838 3.859 -5.022  0.10
H -0.756 2.210 -4.207  0.10

Properties
- HOMO (eV) = -6.6
- total energy (Ha) = -2938.4213
- max |F| (eV/A) = 0.2
- energy above the lowest of the compared OMol25 structures with the same formula, charge and spin (kcal per mole) = 12.4

A molecular structure, C39H38KN8OP2S2Se2 at a distorted geometry, computed with the ωB97M-V functional and the def2-TZVPD basis.

Last column: Löwdin charge in e.
CARTESIAN COORDINATES (ANGSTROEM)
K 1.936 -1.533 1.791  0.46
C 3.228 -5.629 -0.657  -0.06
C 3.173 -4.466 0.380  -0.28
N 2.025 -4.139 0.904  -0.06
N 1.066 -4.961 0.661  -0.09
C -0.155 -4.736 1.280  -0.90
N -0.929 -5.841 1.148  0.04
S -0.597 -3.300 2.077  0.46
C 4.372 -3.732 0.885  -0.24
C 5.642 -4.118 0.406  -0.03
C 6.821 -3.587 0.930  -0.08
C 6.681 -2.577 1.873  -0.09
C 5.394 -2.231 2.334  -0.13
N 4.294 -2.785 1.819  0.02
H 4.015 -5.453 -1.367  0.04
H 2.226 -5.648 -1.166  0.07
H 3.396 -6.562 -0.114  0.07
H -0.611 -6.627 0.575  0.09
H -1.769 -5.998 1.704  0.08
H 5.706 -4.856 -0.443  0.11
H 7.795 -3.804 0.558  0.09
H 7.473 -1.951 2.272  0.09
H 5.245 -1.535 3.136  0.10
Se -3.386 2.811 -3.869  0.24
P -2.711 3.177 -1.819  0.55
C -4.163 3.209 -0.792  -0.38
C -5.070 4.272 -0.876  -0.11
C -6.211 4.313 -0.060  -0.07
C -6.496 3.187 0.729  -0.10
C -5.668 2.080 0.741  -0.09
C -4.459 2.079 0.048  -0.05
C -1.954 4.763 -1.668  -0.37
C -1.148 5.236 -2.727  -0.10
C -0.648 6.529 -2.720  -0.09
C -1.051 7.395 -1.729  -0.10
C -1.819 6.932 -0.677  -0.10
C -2.232 5.629 -0.580  -0.08
C -1.434 2.219 -0.946  -0.32
C -0.503 1.145 -1.284  -0.43
N 0.287 0.850 -0.231  0.01
N -0.230 1.635 0.804  -0.19
N -1.235 2.478 0.443  0.13
P -0.001 0.212 -2.728  0.56
Se 1.246 -1.256 -1.836  0.31
C 0.799 1.551 -3.748  -0.29
C 1.986 2.119 -3.257  -0.09
C 2.690 3.089 -3.967  -0.08
C 2.168 3.513 -5.189  -0.10
C 0.915 3.090 -5.590  -0.12
C 0.231 2.174 -4.868  -0.15
C -1.244 -0.549 -3.792  -0.39
C -2.379 -1.089 -3.231  -0.09
C -3.421 -1.488 -4.069  -0.08
C -3.304 -1.530 -5.469  -0.08
C -2.043 -1.228 -5.990  -0.07
C -1.011 -0.720 -5.158  -0.08
H -4.923 5.171 -1.512  0.12
H -6.881 5.166 -0.031  0.10
H -7.406 3.173 1.299  0.09
H -5.864 1.160 1.311  0.11
H -3.862 1.193 0.034  0.10
H -0.816 4.542 -3.525  0.09
H 0.107 6.733 -3.501  0.11
H -0.943 8.450 -1.777  0.09
H -2.104 7.625 0.095  0.10
H -2.823 5.237 0.315  0.14
H 2.396 1.713 -2.325  0.10
H 3.622 3.449 -3.516  0.11
H 2.682 4.279 -5.796  0.11
H 0.431 3.540 -6.449  0.11
H -0.801 1.904 -5.124  0.06
H -2.560 -1.044 -2.149  0.12
H -4.351 -1.865 -3.695  0.09
H -4.185 -1.729 -6.066  0.10
H -1.834 -1.439 -7.032  0.10
H -0.141 -0.328 -5.624  0.09
O 1.648 -2.543 4.488  -0.62
S 1.517 -3.517 5.663  0.94
C 2.447 -2.735 7.075  -0.29
C 1.707 -3.229 8.330  -0.26
C 0.370 -3.917 7.983  -0.25
C 0.009 -3.344 6.629  -0.36
H 2.321 -1.656 6.959  0.09
H 3.508 -3.010 7.043  0.09
H 1.480 -2.408 8.992  0.10
H 2.382 -3.889 8.898  0.10
H -0.466 -3.882 8.729  0.12
H 0.580 -5.003 7.828  0.11
H -0.222 -2.272 6.654  0.11
H -0.816 -3.823 6.098  0.09
N -0.096 2.233 3.113  -0.02
C 0.311 1.621 2.083  -0.33
H 0.652 2.686 3.624  -0.01

Properties
- HOMO (alpha / beta) (eV) = -2.8 / -2.8
- total energy (Ha) = -8904.0226
- max |F| (eV/A) = 5.0
- energy above the lowest of the compared OMol25 structures with the same formula, charge and spin (kcal per mole) = 47.2
- charge = -1

Q: Look up the total energy of the second one.
A: -3232.5108 Ha

Q: Which value of max |F| does entry 3 give?
A: 0.2 eV/A

Q: What is the formula in the first record?
A: C39H37F6N5O8RbS4